i:
{
  "formula": "C7H13NSSi",
  "method": "wB97M-V/def2-TZVPD",
  "orbital_gap_ev": [5.82, 7.31],
  "multiplicity": 3,
  "e_homo_ev": [-5.041, -9.739],
  "symbols": ["C", "C", "C", "C", "C", "C", "C", "N", "Si", "S", "H", "H", "H", "H", "H", "H", "H", "H", "H", "H", "H", "H", "H"],
  "xyz": [[-3.191, -1.140, -0.422], [-1.230, -0.689, -1.342], [-0.934, -0.322, -0.048], [-0.420, -0.625, -2.644], [0.136, 1.814, 1.933], [1.730, 0.829, -0.576], [1.650, -0.918, 1.981], [-2.548, -1.134, -1.554], [0.646, 0.291, 0.950], [-2.330, -0.530, 0.931], [-4.257, -1.166, -0.332], [-0.330, 0.402, -3.144], [0.427, -1.170, -2.443], [-0.956, -1.196, -3.444], [1.006, 2.397, 2.076], [-0.607, 2.334, 1.327], [-0.155, 1.647, 3.033], [2.681, 1.429, -0.247], [1.849, -0.024, -1.211], [1.175, 1.475, -1.213], [2.475, -0.320, 2.455], [1.165, -1.638, 2.638], [2.017, -1.744, 1.296]]
}



ii:
{
  "formula": "C7H13NSSi",
  "method": "wB97M-V/def2-TZVPD",
  "orbital_gap_ev": [5.58, 7.67],
  "multiplicity": 3,
  "e_homo_ev": [-4.857, -8.995],
  "symbols": ["C", "C", "C", "C", "C", "C", "C", "N", "Si", "S", "H", "H", "H", "H", "H", "H", "H", "H", "H", "H", "H", "H", "H"],
  "xyz": [[2.994, 1.370, 0.033], [3.615, 0.318, 0.887], [1.680, 1.263, -0.391], [3.223, -0.951, 0.695], [-0.855, -0.527, 2.141], [-1.083, -2.011, -0.610], [-1.859, 1.197, -0.567], [0.921, 0.096, -0.301], [-0.791, -0.347, 0.262], [1.874, -1.323, -0.311], [3.436, 2.351, -0.001], [4.333, 0.547, 1.660], [1.179, 2.134, -0.698], [3.362, -1.776, 1.476], [-0.040, -1.091, 2.484], [-0.828, 0.409, 2.853], [-1.796, -1.076, 2.346], [-2.006, -2.472, -0.652], [-0.883, -2.074, -1.799], [-0.365, -2.597, -0.203], [-1.628, 2.245, -0.198], [-1.807, 1.141, -1.659], [-2.917, 1.213, -0.282]]
}



Stability, lowest: i



i:
{
  "formula": "H3OPS",
  "method": "wB97M-V/def2-TZVPD",
  "orbital_gap_ev": 8.10,
  "e_homo_ev": -9.772,
  "symbols": ["O", "P", "S", "H", "H", "H"],
  "xyz": [[-1.395, -1.021, 0.229], [0.476, 0.444, 0.232], [2.288, -0.304, 0.252], [-1.373, -1.562, -0.667], [-0.024, 1.559, 1.002], [0.029, 0.883, -1.048]]
}



ii:
{
  "formula": "H3OPS",
  "method": "wB97M-V/def2-TZVPD",
  "orbital_gap_ev": [7.31, 7.30],
  "e_homo_ev": [-9.200, -9.186],
  "symbols": ["O", "P", "S", "H", "H", "H"],
  "xyz": [[1.316, -1.066, -0.148], [-0.843, 0.347, 0.183], [-2.524, -0.318, -0.359], [2.077, -0.460, -0.393], [-0.162, 1.352, -0.507], [0.136, 0.145, 1.224]]
}



iii:
{
  "formula": "H3OPS",
  "method": "wB97M-V/def2-TZVPD",
  "orbital_gap_ev": 9.58,
  "e_homo_ev": -9.237,
  "smiles": "POS",
  "symbols": ["P", "O", "S", "H", "H", "H"],
  "xyz": [[0.726, -0.598, -0.029], [-0.648, 0.348, 0.176], [-2.205, -0.247, 0.024], [1.002, -0.750, 1.341], [1.498, 0.562, -0.122], [-2.413, 0.194, -1.229]]
}



Stability, lowest: ii



i:
{
  "formula": "C9H14N2S2",
  "method": "wB97M-V/def2-TZVPD",
  "orbital_gap_ev": 7.36,
  "e_homo_ev": -8.491,
  "smiles": "C[C@H]1[C@H](C)C(C(=S)S)=NN=C[C@@H]1C",
  "symbols": ["C", "C", "C", "C", "C", "C", "S", "S", "N", "N", "C", "C", "C", "H", "H", "H", "H", "H", "H", "H", "H", "H", "H", "H", "H", "H", "H"],
  "xyz": [[-0.778, -1.604, -0.660], [0.435, -0.694, -0.217], [0.344, 0.618, -0.965], [1.683, 1.333, -1.061], [-0.786, 1.419, -0.372], [-1.998, 1.754, -1.077], [-3.264, 2.512, -0.330], [-2.263, 1.200, -2.813], [-0.631, 1.832, 0.813], [0.424, 1.703, 1.549], [0.831, 0.534, 1.898], [0.252, -0.758, 1.312], [0.922, -1.995, 1.965], [-1.664, -1.044, -0.407], [-0.848, -2.606, -0.056], [-0.723, -1.885, -1.808], [1.373, -1.186, -0.299], [0.100, 0.403, -1.948], [1.981, 1.871, -0.223], [1.655, 1.945, -1.945], [2.493, 0.611, -1.132], [-3.592, 1.415, -2.845], [1.657, 0.344, 2.491], [-0.818, -0.967, 1.539], [1.882, -2.182, 1.521], [0.217, -2.918, 2.107], [1.118, -1.654, 2.962]]
}



ii:
{
  "formula": "C9H14N2S2",
  "method": "wB97M-V/def2-TZVPD",
  "orbital_gap_ev": 8.56,
  "e_homo_ev": -8.018,
  "smiles": "CC(C)NC(=S)NCc1cccs1",
  "symbols": ["C", "C", "C", "N", "C", "S", "N", "C", "C", "C", "C", "C", "S", "H", "H", "H", "H", "H", "H", "H", "H", "H", "H", "H", "H", "H", "H"],
  "xyz": [[-0.211, -2.595, -1.478], [0.978, -1.630, -1.266], [1.827, -2.050, -0.075], [0.449, -0.297, -1.080], [1.091, 0.831, -1.347], [2.641, 0.909, -2.057], [0.464, 2.014, -0.994], [-0.931, 2.103, -0.684], [-1.239, 1.707, 0.737], [-0.373, 1.459, 1.777], [-1.010, 1.131, 2.998], [-2.374, 1.070, 2.873], [-2.896, 1.471, 1.274], [-0.769, -2.233, -2.361], [-0.799, -2.679, -0.621], [0.215, -3.663, -1.637], [1.611, -1.629, -2.147], [1.305, -2.012, 0.837], [2.283, -3.060, -0.168], [2.627, -1.342, 0.037], [-0.342, -0.186, -0.446], [1.020, 2.845, -1.277], [-1.541, 1.479, -1.341], [-1.248, 3.173, -0.808], [0.710, 1.531, 1.639], [-0.478, 0.895, 3.933], [-3.010, 0.755, 3.684]]
}



Stability, lowest: i